# C18H16N2NiO3S2Se4

C18H16N2NiO3S2Se4 as an isolated structure in a non-equilibrium geometry (ωB97M-V/def2-TZVPD, the Open Molecules 2025 dataset).

Geometry as XYZ:
```
46
Properties=species:S:1:pos:R:3
Ni 2.10 -1.43 0.48
O 3.76 -0.34 0.23
N 3.97 0.30 -0.92
C 4.59 -0.36 -1.92
C 4.83 0.20 -3.14
C 4.37 1.51 -3.37
C 3.77 2.19 -2.35
C 3.61 1.64 -1.05
S 3.08 2.52 0.27
H 4.86 -1.38 -1.69
H 5.34 -0.37 -3.90
H 4.50 1.97 -4.34
H 3.40 3.20 -2.48
Se 3.43 -3.29 -0.03
Se 2.61 -5.35 -0.34
Se 2.03 -3.91 3.57
Se 3.20 -2.45 2.35
C -3.88 -2.88 1.54
C -2.42 -2.65 1.30
C -1.73 -1.65 1.98
C -0.37 -1.52 1.79
N 0.32 -2.30 0.95
C -0.33 -3.25 0.29
C -1.69 -3.47 0.45
H -4.38 -1.94 1.82
H -4.02 -3.59 2.35
H -4.37 -3.29 0.65
H -2.25 -0.98 2.65
H 0.19 -0.77 2.33
H 0.27 -3.89 -0.36
H -2.16 -4.26 -0.11
O -4.77 4.81 0.02
C -3.90 4.24 0.93
O -4.03 4.58 2.08
C -2.92 3.29 0.42
C -2.83 2.89 -0.93
C -1.90 1.96 -1.34
C -0.99 1.37 -0.44
S 0.12 0.19 -0.98
C -1.06 1.81 0.90
C -2.00 2.73 1.31
H -4.56 4.48 -0.86
H -3.51 3.29 -1.68
H -1.86 1.67 -2.38
H -0.35 1.42 1.62
H -2.05 3.05 2.34
```

Results
Calculated total energy (eV): -352149.56518
M (g mol⁻¹): 747.0
Relative energy (zero: lowest compared OMol25 entry of this formula, charge and spin) (eV): 1.4383
2S+1: 3
HOMO-LUMO gap (spin up / spin down) (eV): 5.7 / 6.0
Charge: -2

# C18H16N2O6

One molecule with the formula C18H16N2O6 in a non-equilibrium geometry (ωB97M-V/def2-TZVPD, the Open Molecules 2025 dataset).

Geometry as XYZ:
```
42
Properties=species:S:1:pos:R:3
O 2.22 1.20 1.88
C 3.02 0.31 1.81
O 3.50 -0.31 2.90
C 3.56 -0.23 0.54
C 4.46 -1.29 0.52
C 4.94 -1.76 -0.69
C 4.55 -1.16 -1.87
C 3.66 -0.09 -1.86
C 3.15 0.38 -0.65
C 2.21 1.54 -0.65
O 2.60 2.67 -0.82
C 0.78 1.20 -0.52
C -0.16 2.23 -0.37
C -1.50 1.96 -0.26
C -2.01 0.64 -0.29
N -3.34 0.42 -0.34
C -3.99 -0.71 -0.95
C -4.95 -1.37 0.06
O -5.57 -0.39 0.88
C -5.67 0.86 0.26
C -4.28 1.47 0.01
C -1.03 -0.39 -0.34
N -1.32 -1.77 -0.07
O -2.17 -2.02 0.77
O -0.66 -2.61 -0.65
C 0.32 -0.11 -0.49
H 3.11 0.09 3.70
H 4.76 -1.74 1.45
H 5.64 -2.58 -0.71
H 4.93 -1.52 -2.82
H 3.35 0.38 -2.78
H 0.20 3.24 -0.35
H -2.19 2.78 -0.17
H -4.56 -0.35 -1.82
H -3.28 -1.45 -1.32
H -4.40 -2.03 0.73
H -5.71 -1.94 -0.48
H -6.24 1.49 0.94
H -6.24 0.78 -0.68
H -4.36 2.23 -0.78
H -3.93 1.95 0.93
H 1.00 -0.94 -0.55
```

Results
Calculated total energy (eV): -34187.89828
Structure (SMILES): O=C(O)c1ccccc1C(=O)c1ccc(N2CCOCC2)c([N+](=O)[O-])c1
M (g mol⁻¹): 356.3
Relative energy (zero: lowest compared OMol25 entry of this formula, charge and spin) (eV): 5.6536
HOMO-LUMO gap (eV): 8.0
Charge: 0

# C18H16N2O6

One molecule with the formula C18H16N2O6 in a non-equilibrium geometry (ωB97M-V/def2-TZVPD, the Open Molecules 2025 dataset).

Geometry as XYZ:
```
42
Properties=species:S:1:pos:R:3
C 0.60 2.42 -2.06
O -0.40 1.43 -1.97
C -1.29 1.50 -0.95
C -1.32 2.49 0.03
C -2.27 2.44 1.04
C -3.18 1.40 1.11
C -3.13 0.39 0.15
C -4.10 -0.74 0.26
O -5.28 -0.57 0.44
C -3.51 -2.15 0.23
C -2.18 -2.30 -0.43
O -1.99 -2.79 -1.52
C -0.99 -1.83 0.43
O -1.06 -1.78 1.64
N 0.08 -1.59 -0.37
C 1.40 -1.20 -0.12
C 2.34 -1.69 -1.03
C 3.68 -1.37 -0.91
C 4.07 -0.54 0.13
N 5.46 -0.19 0.27
O 6.25 -0.66 -0.52
O 5.76 0.56 1.18
C 3.14 -0.03 1.02
C 1.79 -0.34 0.91
C 0.83 0.31 1.86
C -2.22 0.46 -0.89
H 0.17 3.41 -2.21
H 1.24 2.42 -1.18
H 1.19 2.15 -2.94
H -0.62 3.31 0.01
H -2.29 3.22 1.78
H -3.90 1.35 1.90
H -4.25 -2.82 -0.22
H -3.38 -2.41 1.29
H -0.08 -1.92 -1.32
H 2.01 -2.33 -1.83
H 4.41 -1.75 -1.60
H 3.48 0.63 1.80
H 0.40 -0.43 2.53
H 0.01 0.77 1.32
H 1.34 1.06 2.45
H -2.22 -0.25 -1.70
```

Results
Calculated total energy (eV): -34188.10615
Structure (SMILES): COc1cccc(C(=O)CC(=O)C(=O)Nc2ccc([N+](=O)[O-])cc2C)c1
M (g mol⁻¹): 356.3
Relative energy (zero: lowest compared OMol25 entry of this formula, charge and spin) (eV): 5.4457
HOMO-LUMO gap (eV): 8.3
Charge: 0